[1]
C23H35FIN4O5S | ωB97M-V with the def2-TZVPD basis set

XYZ file:
```
70
C23H35FIN4O5S ωB97M-V with the def2-TZVPD basis set
C 5.810 2.478 1.259
C 4.899 1.588 0.391
O 3.748 1.258 1.163
C 2.590 1.065 0.377
C 2.641 -0.230 -0.473
C 1.730 -1.349 0.066
N 2.230 -1.776 1.430
C 1.487 -1.187 2.568
S 2.118 -2.039 4.057
O 1.242 -3.072 4.467
O 3.407 -2.525 3.689
F 2.277 -0.977 5.161
C -0.016 -1.433 2.326
C -0.914 -1.160 3.552
C -0.511 0.038 4.435
O -0.388 -0.125 5.614
I -0.187 2.026 3.654
N -0.379 -0.519 1.219
C 0.212 -1.054 -0.027
C -0.124 -0.054 -1.153
C -1.667 0.147 -1.344
C -2.064 1.473 -0.692
O -2.070 2.466 -1.383
N -2.393 1.502 0.732
C -3.785 1.928 0.824
C -4.743 0.959 0.979
C -6.072 1.322 1.034
C -6.428 2.636 0.937
C -5.468 3.618 0.810
C -4.148 3.254 0.757
H 5.540 3.522 1.086
H 6.866 2.304 1.049
H 5.611 2.208 2.300
H 5.474 0.681 0.139
H 4.667 2.075 -0.565
H 2.543 1.910 -0.330
H 1.687 1.144 0.992
H 3.661 -0.640 -0.388
H 2.493 -0.065 -1.540
H 1.911 -2.200 -0.601
H 2.228 -2.796 1.520
H 3.212 -1.478 1.501
H 1.708 -0.119 2.680
H -0.171 -2.463 1.955
H -1.935 -0.956 3.196
H -0.986 -2.066 4.154
H -1.393 -0.590 1.194
H -0.327 -1.979 -0.303
H 0.325 0.930 -0.983
H 0.270 -0.442 -2.101
H -1.876 0.213 -2.409
H -2.239 -0.686 -0.913
H -1.820 2.231 1.150
H -4.477 -0.092 1.052
H -6.820 0.546 1.155
H -7.465 2.954 0.957
H -5.711 4.671 0.727
H -3.338 3.972 0.658
C 0.892 -2.477 -4.678
C 0.131 -2.241 -5.978
C -0.931 -1.142 -5.855
C -1.931 -1.505 -4.839
N -2.715 -1.790 -4.042
H 0.226 -2.820 -3.882
H 1.655 -3.243 -4.817
H 1.388 -1.561 -4.342
H -0.341 -3.174 -6.290
H 0.838 -1.962 -6.760
H -1.439 -0.998 -6.808
H -0.469 -0.195 -5.571
```

Calculated values
HOMO-LUMO gap (hartree): 0.303
Relative energy (zero: lowest compared OMol25 entry of this formula, charge and spin) (kJ/mol): 0.00
Net charge: +1
LUMO energy (eV): -3.002
DFT total energy (hartree): -2288.0719
2S+1: 1

natural (NBO) population analysis, charges in e, atoms 1 to 2:
1. C -0.6253
2. C -0.0753

=====

[2]
C5H34NO12S | ωB97M-V with the def2-TZVPD basis set

XYZ file:
```
53
C5H34NO12S ωB97M-V with the def2-TZVPD basis set
C -2.181 -0.324 0.975
C -1.162 0.832 0.633
C -1.672 2.224 0.295
C -1.218 3.373 1.058
S -1.471 3.129 2.887
N -0.271 0.532 -0.507
C 0.248 -0.840 -0.714
O 1.427 -1.151 -0.046
H -2.050 -0.362 2.114
H -3.206 -0.181 0.663
H -1.797 -1.285 0.524
H -0.490 0.899 1.545
H -1.517 2.425 -0.824
H -2.727 2.023 0.426
H -2.020 4.186 0.904
H -0.194 3.879 0.975
H -0.682 2.047 3.244
H 0.586 1.117 -0.582
H -0.525 -1.606 -0.463
H 0.406 -0.831 -1.772
H -2.356 -0.979 -3.393
H -1.538 0.001 -2.570
O -2.327 -0.173 -2.987
H 1.133 0.225 4.307
H 1.540 1.112 3.242
O 0.927 1.064 3.981
H 3.245 -2.820 -1.410
H 2.062 -2.966 -0.452
O 2.664 -3.514 -0.878
H 3.182 0.617 1.065
H 1.726 0.320 0.410
O 2.281 0.934 1.030
H 0.980 -1.412 2.574
H 0.672 -2.779 1.678
O 0.505 -2.265 2.518
H -4.692 -0.676 -1.056
H -4.499 -0.419 -2.511
O -5.183 -0.659 -1.811
H -0.691 -1.194 -5.261
H -0.774 -1.898 -3.971
O -1.167 -1.805 -4.837
H 3.234 2.333 -0.496
H 4.013 2.998 0.691
O 4.019 2.963 -0.284
H -2.641 0.605 3.909
H -1.830 -0.632 4.371
O -2.683 -0.235 4.297
H 3.976 0.189 -1.901
H 2.731 -0.730 -1.050
O 3.659 -0.578 -1.264
H 2.625 -1.818 -2.897
H 2.969 -3.351 -2.893
O 2.752 -2.542 -3.488
```

Calculated values
HOMO-LUMO gap (hartree): 0.307
Relative energy (zero: lowest compared OMol25 entry of this formula, charge and spin) (kJ/mol): 402.98
Net charge: -1
LUMO energy (eV): 2.533
DFT total energy (hartree): -1566.6747
2S+1: 1

natural (NBO) population analysis, charges in e, atoms 1 to 2:
1. C -0.6332
2. C -0.0454

=====

[3]
C6H10O | ωB97M-V with the def2-TZVPD basis set

XYZ file:
```
17
C6H10O ωB97M-V with the def2-TZVPD basis set
O 2.399 -0.773 -0.163
C 1.103 -0.252 -0.142
C 1.011 1.073 0.520
C -0.107 1.704 0.150
C -1.116 0.768 -0.717
C -1.345 -0.476 0.187
C 0.009 -1.199 0.371
H 2.328 -1.695 -0.428
H 0.735 0.016 -1.140
H 1.776 1.386 1.233
H -0.354 2.648 0.674
H -0.866 0.339 -1.727
H -2.015 1.327 -0.934
H -1.697 -0.077 1.138
H -2.105 -1.180 -0.181
H 0.182 -1.504 1.407
H 0.064 -2.105 -0.247
```

Calculated values
SMILES: O[C@@H]1C=CCCC1
HOMO-LUMO gap (hartree): 0.375
Relative energy (zero: lowest compared OMol25 entry of this formula, charge and spin) (kJ/mol): 124.82
LUMO energy (eV): 0.999
DFT total energy (hartree): -309.7948
2S+1: 1

natural (NBO) population analysis, charges in e, atoms 1 to 2:
1. O -0.7014
2. C 0.0467

=====

[4]
C60H150N10O20 | ωB97M-V with the def2-TZVPD basis set

XYZ file:
```
240
C60H150N10O20 ωB97M-V with the def2-TZVPD basis set
C 3.367 -0.316 -0.052
O 2.206 0.229 -0.705
C 2.160 1.648 -0.506
C 0.765 2.312 -0.879
N -0.175 2.370 0.256
C -0.715 1.135 0.704
C -1.768 1.362 1.807
O -2.919 2.033 1.256
C -3.849 2.506 2.261
H 4.260 0.284 -0.225
H 3.628 -1.340 -0.318
H 3.266 -0.433 1.027
H 2.952 2.108 -1.098
H 2.286 2.046 0.501
H 0.273 1.732 -1.660
H 0.881 3.263 -1.398
H 0.428 2.813 0.935
H 0.083 0.502 1.092
H -1.119 0.691 -0.206
H -1.275 1.902 2.615
H -2.045 0.429 2.298
H -4.288 1.659 2.788
H -4.707 3.031 1.843
H -3.376 3.176 2.979
C -5.049 4.671 -7.542
O -5.518 5.701 -6.629
C -4.626 5.952 -5.559
C -4.858 7.248 -4.754
N -3.796 7.488 -3.725
C -2.453 7.820 -4.216
C -2.353 9.138 -4.920
O -1.005 9.472 -5.141
C -0.447 10.141 -4.010
H -5.082 3.750 -6.961
H -4.059 4.822 -7.974
H -5.748 4.620 -8.377
H -3.622 5.961 -5.983
H -4.672 5.182 -4.790
H -5.828 7.208 -4.258
H -4.863 8.080 -5.458
H -3.674 6.650 -3.175
H -2.171 7.110 -4.994
H -1.779 7.749 -3.363
H -2.996 9.926 -4.527
H -2.816 8.912 -5.881
H -0.683 9.654 -3.064
H -0.795 11.167 -3.885
H 0.633 10.183 -4.155
C -7.008 -3.688 -3.621
O -7.731 -4.553 -4.505
C -7.114 -4.739 -5.772
C -7.863 -5.728 -6.576
N -7.226 -5.974 -7.883
C -7.708 -4.943 -8.881
C -7.076 -5.127 -10.231
O -7.754 -6.176 -10.934
C -7.228 -6.395 -12.210
H -7.371 -3.681 -2.593
H -7.181 -2.705 -4.058
H -5.940 -3.890 -3.706
H -6.069 -5.030 -5.672
H -7.006 -3.766 -6.252
H -8.923 -5.486 -6.653
H -7.796 -6.654 -6.006
H -7.466 -6.918 -8.150
H -7.593 -3.946 -8.456
H -8.792 -4.936 -8.996
H -6.002 -5.286 -10.133
H -7.189 -4.193 -10.781
H -6.179 -6.112 -12.296
H -7.857 -5.955 -12.984
H -7.358 -7.463 -12.383
C -14.336 1.650 3.793
O -13.950 0.718 4.787
C -12.673 0.148 4.550
C -12.470 -1.126 5.363
N -12.479 -0.684 6.777
C -12.471 -1.818 7.677
C -11.144 -2.639 7.568
O -10.082 -2.157 8.436
C -9.388 -1.034 7.880
H -13.687 2.524 3.744
H -15.321 2.002 4.098
H -14.259 1.150 2.828
H -11.932 0.892 4.840
H -12.463 -0.202 3.539
H -11.532 -1.597 5.068
H -13.302 -1.776 5.092
H -13.272 -0.075 6.918
H -13.400 -2.380 7.582
H -12.549 -1.363 8.664
H -10.707 -2.805 6.583
H -11.416 -3.666 7.809
H -8.484 -0.705 8.393
H -10.076 -0.188 7.871
H -9.120 -1.284 6.853
C 6.174 -9.837 -2.496
O 7.355 -9.127 -2.653
C 7.961 -8.558 -1.470
C 9.423 -8.069 -1.863
N 9.419 -7.108 -2.946
C 10.826 -6.925 -3.428
C 10.910 -6.282 -4.832
O 10.450 -7.227 -5.785
C 10.475 -6.676 -7.144
H 6.423 -10.766 -1.982
H 5.762 -10.166 -3.450
H 5.398 -9.415 -1.857
H 8.030 -9.270 -0.648
H 7.381 -7.692 -1.151
H 9.957 -8.979 -2.135
H 10.036 -7.685 -1.048
H 8.948 -7.544 -3.726
H 11.271 -7.919 -3.485
H 11.359 -6.454 -2.602
H 11.928 -5.955 -5.041
H 10.428 -5.305 -4.818
H 9.927 -5.737 -7.073
H 9.886 -7.271 -7.841
H 11.479 -6.454 -7.506
C 2.946 7.516 2.129
O 4.043 6.680 2.081
C 5.258 7.225 2.685
C 5.825 8.522 2.054
N 6.714 8.231 0.932
C 6.081 7.890 -0.339
C 7.189 7.705 -1.454
O 6.578 7.231 -2.654
C 7.400 6.859 -3.664
H 2.040 6.952 1.907
H 2.912 8.354 1.434
H 2.741 7.970 3.098
H 5.949 6.385 2.614
H 5.258 7.293 3.773
H 6.362 9.033 2.853
H 5.014 9.221 1.849
H 7.403 8.949 0.755
H 5.426 8.725 -0.588
H 5.501 6.969 -0.392
H 7.962 7.051 -1.051
H 7.666 8.678 -1.568
H 7.605 7.691 -4.338
H 6.957 6.000 -4.168
H 8.338 6.447 -3.293
C -9.298 10.513 4.708
O -10.589 10.479 5.263
C -11.596 10.696 4.257
C -13.051 10.380 4.786
N -13.530 11.585 5.491
C -14.830 11.454 6.057
C -14.902 12.395 7.253
O -13.908 12.129 8.240
C -13.807 13.157 9.261
H -9.029 11.478 4.277
H -9.191 9.779 3.910
H -8.565 10.323 5.493
H -11.332 10.138 3.358
H -11.565 11.728 3.909
H -13.123 9.506 5.434
H -13.663 10.200 3.902
H -12.869 11.947 6.163
H -15.099 10.471 6.442
H -15.570 11.571 5.265
H -15.877 12.265 7.724
H -14.828 13.434 6.931
H -13.761 14.202 8.956
H -13.035 12.963 10.005
H -14.694 12.968 9.865
C 3.398 -9.060 9.363
O 3.204 -10.010 8.365
C 3.944 -9.662 7.155
C 3.357 -8.494 6.304
N 3.974 -7.250 6.739
C 3.518 -6.084 5.994
C 3.967 -4.745 6.549
O 3.201 -3.723 5.961
C 3.717 -2.417 6.214
H 4.466 -8.940 9.548
H 2.888 -9.284 10.300
H 3.157 -8.095 8.919
H 3.831 -10.537 6.516
H 5.026 -9.602 7.270
H 2.305 -8.480 6.589
H 3.504 -8.625 5.232
H 4.962 -7.281 6.533
H 2.430 -6.144 6.015
H 3.867 -6.208 4.969
H 5.046 -4.663 6.416
H 3.838 -4.700 7.630
H 4.562 -2.260 5.544
H 4.123 -2.443 7.225
H 2.931 -1.662 6.203
C 3.563 -3.833 -7.434
O 2.467 -3.244 -8.184
C 1.596 -2.496 -7.378
C 0.409 -1.939 -8.183
N 0.790 -0.928 -9.172
C 1.037 0.426 -8.656
C 1.165 1.447 -9.780
O 1.169 2.778 -9.216
C 2.515 3.263 -8.981
H 3.189 -4.448 -6.615
H 4.262 -3.106 -7.022
H 4.054 -4.433 -8.200
H 2.013 -1.659 -6.817
H 1.119 -3.186 -6.682
H -0.427 -1.519 -7.623
H 0.018 -2.778 -8.758
H 1.613 -1.275 -9.642
H 1.986 0.471 -8.121
H 0.273 0.725 -7.939
H 0.329 1.381 -10.475
H 2.040 1.284 -10.410
H 3.297 3.165 -9.734
H 2.829 2.705 -8.099
H 2.390 4.328 -8.785
C 13.910 -10.518 6.192
O 14.381 -9.245 5.752
C 15.772 -9.270 5.422
C 16.115 -7.934 4.748
N 15.902 -6.894 5.839
C 16.222 -5.525 5.300
C 15.144 -5.090 4.289
O 13.821 -5.419 4.823
C 12.732 -4.878 4.028
H 14.154 -11.230 5.404
H 12.823 -10.459 6.249
H 14.301 -10.938 7.119
H 15.963 -10.050 4.684
H 16.460 -9.324 6.265
H 15.469 -7.799 3.881
H 17.119 -7.855 4.330
H 16.686 -7.041 6.459
H 17.238 -5.488 4.907
H 16.330 -4.822 6.126
H 15.237 -5.573 3.316
H 15.269 -4.022 4.110
H 12.726 -3.789 3.992
H 11.792 -5.155 4.506
H 12.746 -5.340 3.040
```

Calculated values
SMILES: COCCNCCOC.COCCNCCOC.COCCNCCOC.COCCNCCOC.COCCNCCOC.COCCNCCOC.COCCNCCOC.COCCNCCOC.COCCNCCOC.COCCNCCOC
HOMO-LUMO gap (hartree): 0.328
Relative energy (zero: lowest compared OMol25 entry of this formula, charge and spin) (kJ/mol): 754.71
LUMO energy (eV): 0.422
DFT total energy (hartree): -4427.6722
2S+1: 1

Löwdin population analysis, charges in e, atoms 1 to 2:
1. C -0.1133
2. O -0.1789

=====

[5]
C29H54CeClP | ωB97M-V with the def2-TZVPD basis set

XYZ file:
```
86
C29H54CeClP ωB97M-V with the def2-TZVPD basis set
Ce 0.601 2.007 1.263
P -0.486 -0.485 -0.504
Cl -1.875 2.808 1.444
C 1.103 3.405 2.540
H 0.394 4.214 2.758
H 2.053 3.442 3.089
C -1.751 -0.216 -1.866
C -1.278 -1.598 0.797
C -3.027 0.439 -1.310
H -1.231 0.536 -2.492
C -3.930 0.927 -2.452
H -3.582 -0.294 -0.701
H -2.778 1.275 -0.640
C -4.247 -0.180 -3.464
H -4.860 1.330 -2.033
H -3.423 1.754 -2.968
C -2.999 -0.938 -3.934
H -4.949 -0.891 -3.008
H -4.757 0.253 -4.332
C -2.101 -1.400 -2.777
H -3.291 -1.809 -4.533
H -2.408 -0.281 -4.588
H -2.624 -2.175 -2.199
H -1.196 -1.869 -3.188
C 0.922 -1.470 -1.272
C -2.190 -2.724 0.302
H -0.392 -2.053 1.279
C -2.520 -3.669 1.466
H -3.125 -2.298 -0.094
H -1.730 -3.300 -0.512
C -3.107 -2.943 2.686
H -3.221 -4.438 1.119
H -1.598 -4.187 1.766
C -2.340 -1.672 3.075
H -4.149 -2.673 2.469
H -3.131 -3.629 3.540
C -2.035 -0.787 1.863
H -2.919 -1.100 3.813
H -1.390 -1.946 3.560
H -2.977 -0.408 1.436
H -1.479 0.107 2.190
C 1.392 -0.837 -2.596
H 1.725 -1.315 -0.525
C 2.630 -1.546 -3.164
H 0.581 -0.880 -3.340
H 1.619 0.229 -2.444
C 2.473 -3.070 -3.247
H 2.853 -1.143 -4.159
H 3.491 -1.311 -2.524
C 1.949 -3.690 -1.947
H 1.789 -3.319 -4.069
H 3.440 -3.522 -3.498
C 0.703 -2.983 -1.397
H 1.719 -4.751 -2.105
H 2.736 -3.643 -1.183
H -0.149 -3.186 -2.065
H 0.452 -3.419 -0.420
C 1.131 3.503 -0.414
C 1.684 3.978 0.785
H 0.011 3.569 -0.489
C 3.251 4.106 0.847
H 1.294 4.999 0.965
C 3.751 4.781 -0.432
H 3.520 4.698 1.732
H 3.704 3.116 0.972
C 3.319 4.025 -1.691
H 3.353 5.804 -0.470
H 4.843 4.866 -0.410
C 1.836 3.616 -1.745
H 3.537 4.643 -2.567
H 3.932 3.122 -1.786
H 1.278 4.352 -2.349
H 1.744 2.660 -2.288
C 2.473 -0.269 4.872
C 1.193 -0.178 4.027
C 0.211 0.799 4.683
C 1.540 0.157 2.566
H 3.000 0.693 4.887
H 3.155 -1.020 4.460
H 2.248 -0.548 5.907
H 0.717 -1.174 4.034
H 0.544 1.844 4.575
H -0.801 0.724 4.259
H 0.124 0.582 5.758
H 1.475 -0.735 1.922
H 2.549 0.609 2.486
```

Calculated values
HOMO-LUMO gap (alpha / beta) (hartree): 0.176 / 0.197
Net charge: -1
LUMO energy (alpha / beta) (eV): 2.557 / 2.557
DFT total energy (hartree): -2413.9450
<S²>: 0.75
2S+1: 2

Löwdin population analysis, charges in e, atoms 1 to 2:
1. Ce 0.3203
2. P 1.0981

=====

[6]
C4H16N2O5 | ωB97M-V with the def2-TZVPD basis set

XYZ file:
```
27
C4H16N2O5 ωB97M-V with the def2-TZVPD basis set
C 2.545 0.337 1.992
C 1.661 0.103 0.749
O 1.618 1.438 0.232
C 2.323 -0.763 -0.302
N 1.223 -1.507 -0.966
C 0.086 -0.880 -1.505
N -0.685 -1.701 -2.408
O -0.377 0.275 -1.378
H 3.397 -0.186 1.947
H 3.066 1.292 1.695
H 2.047 0.465 2.952
H 0.758 -0.334 1.262
H 0.872 1.440 -0.415
H 2.957 -0.147 -0.940
H 3.087 -1.426 0.190
H 1.591 -2.415 -1.478
H -1.523 -1.336 -2.690
H -0.359 -2.627 -2.723
O -1.730 2.097 0.265
H -0.936 2.326 0.892
H -1.610 2.552 -0.511
O -2.501 0.534 2.910
H -2.103 -0.036 2.228
H -2.473 1.307 2.384
O -2.709 -0.606 -0.317
H -3.082 0.114 0.154
H -3.551 -1.228 -0.623
```

Calculated values
SMILES: C[C@@H](O)CNC(N)=O.O.O.O
HOMO-LUMO gap (hartree): 0.377
Relative energy (zero: lowest compared OMol25 entry of this formula, charge and spin) (kJ/mol): 293.54
LUMO energy (eV): 0.534
DFT total energy (hartree): -647.6583
2S+1: 1

natural (NBO) population analysis, charges in e, atoms 1 to 2:
1. C -0.6332
2. C 0.0603